1.
Molecular formula: C23H25Cl3NOP2S6SbY
Method: DFT, the ωB97M-V functional and the def2-TZVPD basis

Results
- LUMO (Ha) = 0.075
- 2S+1 = 1
- total charge = -1
- E (eV) = -156541.5044
- M (g/mol) = 902.834
- energy above the lowest of the compared OMol25 structures with the same formula, charge and spin (kcal/mol) = 0.0
- HOMO level (Ha) = -0.151

```
63
C23H25Cl3NOP2S6SbY | the Open Molecules 2025 dataset | the ωB97M-V functional and the def2-TZVPD basis
Y -1.3460 -1.3442 -0.5459
S -3.0690 -2.6810 -2.1502
Sb -4.5026 -2.0758 -0.3995
S -3.5894 0.1239 -0.0828
S -1.2748 -3.6890 0.7204
S -3.2049 -3.2538 1.4088
C 0.3830 2.0595 -0.5697
O -0.6037 1.1024 -0.2321
H 0.2973 2.9335 0.0806
H 0.2916 2.3649 -1.6149
H 1.3577 1.5973 -0.4192
H -1.4513 1.5348 -0.0406
C -0.5792 -1.9084 3.6334
P -0.9245 -0.5604 2.4383
C 0.5789 0.4599 2.7216
C -2.1679 0.3706 3.4293
C -3.4083 -0.2207 3.6771
C -4.3541 0.4140 4.4656
C -4.0927 1.6669 5.0073
C -2.8800 2.2821 4.7410
C -1.9281 1.6360 3.9593
H -1.4327 -2.5852 3.6660
H -0.3775 -1.5036 4.6268
H 0.2754 -2.4841 3.2766
H 0.7529 0.6458 3.7832
H 0.5102 1.4094 2.1919
H 1.4328 -0.0773 2.3069
H -3.6273 -1.1873 3.2362
H -5.3055 -0.0690 4.6529
H -4.8320 2.1631 5.6243
H -2.6659 3.2653 5.1428
H -0.9912 2.1407 3.7684
Cl -5.6016 3.9702 -0.6897
C -4.9723 3.9139 0.9584
Cl -5.8263 2.7093 1.9055
Cl -5.0823 5.5142 1.7140
C -3.5506 3.5284 0.9102
N -2.4824 3.1189 0.9506
S -0.1041 -0.5694 -3.0243
P 1.6450 -1.0144 -2.1685
S 1.5429 -1.4483 -0.2198
C 2.3954 -2.4131 -3.0659
C 2.6796 -3.6138 -2.4317
C 3.2189 -4.6741 -3.1522
C 3.4815 -4.5353 -4.5045
C 3.1988 -3.3325 -5.1449
C 2.6553 -2.2809 -4.4297
C 2.8728 0.3065 -2.4560
C 4.0754 0.2838 -1.7526
C 5.0385 1.2523 -1.9807
C 4.8061 2.2573 -2.9138
C 3.6097 2.2870 -3.6134
C 2.6454 1.3126 -3.3847
H 2.4600 -3.7187 -1.3768
H 3.4238 -5.6114 -2.6513
H 3.8973 -5.3628 -5.0654
H 3.3948 -3.2212 -6.2036
H 2.4151 -1.3535 -4.9371
H 4.2486 -0.4904 -1.0143
H 5.9677 1.2281 -1.4262
H 5.5556 3.0193 -3.0874
H 3.4199 3.0723 -4.3339
H 1.6999 1.3353 -3.9144
```

=====

2.
Molecular formula: C5H10N2O
Method: DFT, the ωB97M-V functional and the def2-TZVPD basis

Results
- LUMO (Ha) = 0.028
- 2S+1 = 1
- E (eV) = -10368.9540
- M (g/mol) = 114.148
- energy above the lowest of the compared OMol25 structures with the same formula, charge and spin (kcal/mol) = 146.5
- HOMO level (Ha) = -0.345

```
18
C5H10N2O | the Open Molecules 2025 dataset | the ωB97M-V functional and the def2-TZVPD basis
C -1.7519 1.4032 0.2067
C -1.7901 0.0388 -0.0761
C -0.2652 -1.7613 -0.2122
C 0.6571 -0.9464 0.5888
C 1.9522 -0.2585 -0.0169
H -1.3324 2.2210 -0.6126
H -2.8047 1.8539 0.6928
H -0.9976 1.5327 1.5076
H -1.0601 -2.3770 0.4284
H 0.0903 -2.3790 -1.0322
H 0.7639 -0.8044 1.8329
H 2.7601 -0.4606 0.7863
H 2.1677 -0.6725 -1.0667
H 1.0307 1.0053 -1.3904
H 2.4022 1.5857 -0.6576
N -0.5261 -0.4338 -0.2494
N 1.5940 1.0639 -0.3719
O -2.8901 -0.6111 -0.3575
```